Model P:
ORCA calculation (ωB97M-V/def2-TZVPD) on an isolated molecule of C2H5N3S2.

```
! wB97M-V def2-TZVPD RIJCOSX def2/J DEFGRID3
* xyz 0 1
C -0.312 2.288 0.291
N -0.416 1.001 0.245
S 0.566 0.104 1.409
C -0.032 -1.307 0.873
S -0.246 -2.583 1.936
N -0.363 -1.460 -0.446
N 0.594 -0.975 -1.422
H -0.832 2.791 -0.502
H 0.089 3.110 1.142
H -0.889 -2.205 -0.799
H 0.306 -0.006 -1.720
H 1.535 -0.759 -1.007
*
```

The calculation puts the LUMO energy at 0.0 eV. The orbital gap is 0.303 Eh.

=====

Model Q:
ORCA calculation (ωB97M-V/def2-TZVPD) on an isolated molecule of C2H5N3S2.

```
! wB97M-V def2-TZVPD RIJCOSX def2/J DEFGRID3
* xyz 0 1
N -2.546 -0.006 -0.168
N -1.495 -0.902 0.019
C -0.342 -0.405 0.139
N 0.777 -1.186 0.459
S 2.205 -0.639 -0.370
C 1.858 1.030 0.179
S 0.076 1.320 -0.011
H -3.362 -0.561 -0.418
H -2.364 0.634 -0.934
H 0.604 -2.171 0.319
H 2.439 1.737 -0.459
H 2.150 1.149 1.244
*
```

The calculation puts the LUMO energy at 0.5 eV. The orbital gap is 0.318 Eh.

=====

Short version: model P is the least stable of them.

=====

Model P:
ORCA calculation (ωB97M-V/def2-TZVPD) on a structure of composition C2H5N3S2.

```
! wB97M-V def2-TZVPD RIJCOSX def2/J DEFGRID3
* xyz 0 1
C 1.157 0.154 -0.452
C -0.370 0.099 -0.337
H 0.640 -2.079 0.714
H 1.766 -1.710 2.009
H 1.259 2.438 -0.818
H 2.643 1.415 -0.966
H -2.444 -0.157 1.263
N 1.066 -1.318 1.259
N 1.760 -0.545 0.382
N 1.636 1.368 -0.990
S -1.252 1.149 0.852
S -1.236 -1.022 -0.979
*
```

The calculation puts the LUMO energy at -0.9 eV. The orbital gap is 0.276 Eh.

=====

Model Q:
ORCA calculation (ωB97M-V/def2-TZVPD) on an isolated molecule of C2H5N3S2.

```
! wB97M-V def2-TZVPD RIJCOSX def2/J DEFGRID3
* xyz 0 1
H -1.691 1.824 -0.385
N -1.761 0.862 -0.736
C -0.834 0.140 -0.287
N -0.748 -1.158 -0.768
S 0.712 -1.771 -1.450
C 0.166 0.540 0.788
N 0.677 -0.482 1.465
S 0.395 2.090 1.183
H -1.526 -1.382 -1.350
H 1.015 -2.575 -0.418
H 1.120 -0.207 2.286
H 0.202 -1.382 1.410
*
```

The calculation puts the LUMO energy at -0.2 eV. The orbital gap is 0.323 Eh.

=====

Model R:
ORCA calculation (ωB97M-V/def2-TZVPD) on an isolated molecule of C2H5N3S2.

```
! wB97M-V def2-TZVPD RIJCOSX def2/J DEFGRID3
* xyz 0 1
N -1.723 -0.498 0.738
N -0.469 -0.320 0.181
C -0.316 -0.510 -1.138
S -1.572 -0.801 -2.165
C 0.590 -0.057 1.018
N 1.600 0.701 0.854
S 1.990 1.501 -0.618
H -2.163 -1.306 0.295
H -2.249 0.394 0.479
H 0.699 -0.544 -1.531
H 0.457 -0.498 2.026
H 3.156 1.938 -0.138
*
```

The calculation puts the LUMO energy at 0.0 eV. The orbital gap is 0.321 Eh.

=====

Model S:
ORCA calculation (ωB97M-V/def2-TZVPD) on an isolated molecule of C2H5N3S2.

```
! wB97M-V def2-TZVPD RIJCOSX def2/J DEFGRID3
* xyz 0 1
N -1.757 0.709 0.869
C -1.124 1.230 -0.229
S -1.768 2.457 -1.137
N 0.064 0.640 -0.563
C 0.545 -0.588 -0.103
N 1.705 -0.950 -0.456
S 2.197 -2.513 0.073
H -2.584 1.193 1.125
H -1.191 0.342 1.636
H 0.600 1.090 -1.309
H -0.124 -1.210 0.494
H 3.436 -2.399 -0.400
*
```

The calculation puts the LUMO energy at 0.3 eV. The orbital gap is 0.323 Eh.

=====

Short version: model P is the least stable of them.

=====

Model P:
ORCA calculation (ωB97M-V/def2-TZVPD) on a structure of composition C31H33BN10O4V.

```
! wB97M-V def2-TZVPD RIJCOSX def2/J DEFGRID3
* xyz -1 3
V -0.096 0.254 -0.302
C -1.830 -1.669 3.138
C -1.630 -0.623 2.234
N -0.873 -1.027 1.224
N -0.555 -2.320 1.457
C -1.129 -2.729 2.601
B 0.122 -3.109 0.319
N 1.447 -2.413 -0.087
C 2.614 -3.011 -0.382
C 3.444 -2.084 -0.976
C 2.683 -0.912 -1.013
N 1.493 -1.121 -0.472
N -0.822 -3.088 -0.892
C -1.834 -3.914 -1.236
C -2.520 -3.332 -2.278
C -1.860 -2.108 -2.484
N -0.857 -1.962 -1.636
N 0.447 -4.549 0.720
C 0.587 -5.615 -0.104
C 1.158 -6.636 0.615
C 1.355 -6.081 1.894
N 0.939 -4.829 1.949
H -2.389 -1.651 4.057
H -1.976 0.398 2.266
H -0.975 -3.733 2.954
H 2.773 -4.050 -0.147
H 4.449 -2.232 -1.327
H 2.916 0.063 -1.407
H -1.994 -4.847 -0.722
H -3.369 -3.728 -2.807
H -2.080 -1.322 -3.189
H 0.292 -5.560 -1.138
H 1.397 -7.627 0.270
H 1.778 -6.541 2.774
O -1.906 0.604 -0.803
C -2.367 1.083 -1.934
C -1.594 1.548 -3.015
C -2.229 2.116 -4.137
C -1.485 2.591 -5.201
C -0.095 2.529 -5.217
C 0.548 1.959 -4.129
C -0.153 1.454 -3.028
O 0.508 0.891 -2.052
N -2.178 3.176 -6.340
O -3.400 3.198 -6.333
O -1.511 3.606 -7.270
H -3.453 1.100 -2.028
H -3.307 2.193 -4.166
H 0.453 2.914 -6.063
H 1.627 1.880 -4.108
C 3.491 1.176 1.557
C 2.607 0.900 2.774
C 2.099 -0.539 2.821
C 1.510 1.940 2.908
C 1.513 2.699 4.072
C 0.632 3.748 4.267
C -0.246 4.067 3.250
C -0.306 3.338 2.065
C -1.316 3.827 1.038
C -0.783 3.936 -0.390
C -2.629 3.046 1.117
C 0.543 2.214 1.905
N 0.434 1.404 0.783
H 4.285 0.429 1.484
H 3.952 2.163 1.637
H 2.908 1.153 0.640
H 3.243 1.038 3.655
H 1.447 -0.747 1.982
H 1.536 -0.723 3.739
H 2.934 -1.245 2.782
H 2.247 2.464 4.836
H 0.651 4.325 5.184
H -0.916 4.913 3.365
H -1.548 4.850 1.352
H -0.545 2.968 -0.818
H 0.125 4.544 -0.417
H -1.531 4.411 -1.028
H -2.494 2.007 0.824
H -3.369 3.480 0.438
H -3.035 3.082 2.132
*
```

The calculation puts the LUMO energy (alpha / beta) at 2.6 / 2.6 eV. The orbital gap (alpha / beta) is 0.198 / 0.284 Eh.

=====

Model Q:
ORCA calculation (ωB97M-V/def2-TZVPD) on a structure of composition C31H33BN10O4V.

```
! wB97M-V def2-TZVPD RIJCOSX def2/J DEFGRID3
* xyz -1 3
V 0.505 0.365 -0.053
C -2.406 -2.381 1.408
C -1.129 -1.821 1.406
N -1.178 -0.552 1.015
N -2.474 -0.274 0.751
C -3.228 -1.358 0.981
B -2.826 1.098 0.144
N -2.704 1.028 -1.387
C -3.500 0.315 -2.212
C -3.088 0.546 -3.503
C -2.003 1.427 -3.358
N -1.776 1.714 -2.087
N -1.855 2.185 0.695
C -2.189 3.341 1.292
C -1.046 4.088 1.490
C -0.026 3.287 0.971
N -0.517 2.149 0.513
N -4.261 1.521 0.489
C -4.949 2.471 -0.184
C -6.194 2.581 0.387
C -6.174 1.625 1.420
N -5.016 0.991 1.475
H -2.692 -3.376 1.695
H -0.181 -2.261 1.668
H -4.296 -1.311 0.868
H -4.298 -0.297 -1.823
H -3.491 0.127 -4.408
H -1.371 1.851 -4.121
H -3.216 3.563 1.523
H -0.966 5.061 1.940
H 1.035 3.465 0.906
H -4.502 2.983 -1.021
H -6.992 3.242 0.099
H -6.952 1.371 2.122
O 1.524 1.416 -1.273
C 1.661 1.194 -2.555
C 1.156 0.090 -3.257
C 1.340 0.015 -4.658
C 0.792 -1.021 -5.378
C 0.052 -2.042 -4.788
C -0.126 -1.990 -3.413
C 0.397 -0.960 -2.639
O 0.160 -0.970 -1.335
N 0.993 -1.047 -6.832
O 1.672 -0.170 -7.340
O 0.470 -1.946 -7.469
H 2.184 1.965 -3.121
H 1.900 0.784 -5.170
H -0.363 -2.834 -5.390
H -0.699 -2.753 -2.901
C 0.267 1.026 3.519
C 1.360 0.149 4.105
C 2.551 1.041 4.490
C 1.920 -1.037 3.324
C 2.342 -2.087 4.135
C 3.106 -3.134 3.655
C 3.524 -3.080 2.339
C 3.127 -2.066 1.470
C 3.881 -2.053 0.145
C 3.158 -1.661 -1.131
C 5.127 -1.174 0.323
C 2.215 -1.082 1.936
N 1.626 -0.184 1.061
H -0.077 1.720 4.292
H -0.590 0.462 3.159
H 0.649 1.614 2.691
H 0.963 -0.285 5.029
H 3.010 1.451 3.588
H 3.317 0.482 5.031
H 2.222 1.876 5.112
H 2.073 -2.057 5.186
H 3.397 -3.952 4.300
H 4.189 -3.845 1.953
H 4.223 -3.085 0.005
H 2.874 -0.613 -1.130
H 2.259 -2.255 -1.285
H 3.826 -1.829 -1.980
H 4.826 -0.135 0.476
H 5.756 -1.215 -0.569
H 5.721 -1.484 1.185
*
```

The calculation puts the LUMO energy (alpha / beta) at 2.5 / 2.6 eV. The orbital gap (alpha / beta) is 0.197 / 0.292 Eh.

=====

Short version: model Q is the least stable of them.

=====

Model P:
ORCA calculation (ωB97M-V/def2-TZVPD) on a cluster of 3 separate species, C3H12NO3 in total.

```
! wB97M-V def2-TZVPD RIJCOSX def2/J DEFGRID3
* xyz 1 1
O -0.112 1.559 -2.623
C -0.594 1.845 -1.565
C -0.359 0.999 -0.264
C -1.784 0.441 0.157
N 0.604 -0.055 -0.621
H -1.104 2.736 -1.285
H 0.081 1.617 0.525
H -2.202 -0.150 -0.588
H -2.542 1.171 0.377
H -1.584 -0.090 1.035
H 1.588 0.285 -0.565
H 0.449 -0.393 -1.533
H 0.477 -0.907 0.029
H -0.261 -3.454 0.017
H 0.788 -2.925 1.104
O 0.101 -2.652 0.295
H 1.681 -0.128 2.419
H 2.837 0.041 1.566
O 1.935 0.061 1.521
*
```

The calculation puts the LUMO energy at -3.3 eV. The orbital gap is 0.400 Eh.

=====

Model Q:
ORCA calculation (ωB97M-V/def2-TZVPD) on a cluster of 2 separate species, C3H12NO3 in total.

```
! wB97M-V def2-TZVPD RIJCOSX def2/J DEFGRID3
* xyz 1 1
C 0.364 1.416 -0.238
O 0.133 2.334 0.840
C -0.726 0.312 -0.081
C -0.322 -1.040 -0.753
O -1.545 -1.753 -0.501
N -1.081 0.036 1.344
H 1.461 1.173 -0.487
H 0.101 1.910 -1.299
H 0.810 3.209 0.837
H -1.609 0.664 -0.580
H 0.230 -1.168 -1.769
H 0.354 -1.672 -0.051
H -2.040 -1.974 -1.213
H -0.856 0.858 1.903
H -2.070 -0.226 1.459
H -0.504 -0.741 1.680
H 3.344 -1.395 -1.164
H 3.174 -0.416 -0.221
O 2.572 -1.156 -0.599
*
```

The calculation puts the LUMO energy at -3.1 eV. The orbital gap is 0.417 Eh.

=====

Short version: model Q is the least stable of them.